The following is a DFT calculation (the ωB97M-V functional and the def2-TZVPD basis) of a molecular structure, C21H17MoN4O7.

Properties
Relative energy (zero: lowest compared OMol25 entry of this formula, charge and spin): 0.0 kcal/mol
Total energy: -44190.01421 eV
HOMO-LUMO gap: 6.39 eV
HOMO energy: -11.6 eV

Structure (ORCA input):
```
! RIJCOSX wB97M-V def2-TZVPD def2/J DEFGRID3
* xyz 1 1
Mo 0.16 -0.22 1.05
C 3.99 -1.36 2.46
O 4.73 -1.05 1.27
C 4.37 -0.06 0.44
C 5.36 0.48 -0.35
C 5.11 1.50 -1.27
C 3.84 2.01 -1.41
C 2.80 1.46 -0.64
C 1.50 2.02 -0.72
N 0.44 1.58 -0.10
N -0.64 2.45 -0.15
C -1.49 2.11 0.75
O -1.21 1.04 1.50
C -2.72 2.84 1.01
C -3.61 2.37 1.97
C -4.78 3.06 2.22
C -5.07 4.23 1.52
C -4.18 4.70 0.56
C -3.01 4.01 0.30
C 3.06 0.43 0.28
O 2.04 -0.11 0.95
H 4.66 -1.96 3.06
H 3.09 -1.92 2.24
H 3.74 -0.45 3.00
H 6.36 0.09 -0.23
H 5.92 1.90 -1.87
H 3.62 2.81 -2.10
H 1.35 2.93 -1.29
H -3.38 1.46 2.52
H -5.48 2.70 2.97
H -5.98 4.77 1.72
H -4.40 5.60 0.01
H -2.30 4.36 -0.44
O -1.02 -0.82 -0.43
N -1.17 -2.10 -0.67
N -0.25 -2.77 -0.14
O 0.70 -2.16 0.52
C -0.18 -4.20 -0.28
C 1.02 -4.83 0.00
C 1.09 -6.20 -0.15
C -0.02 -6.92 -0.56
C -1.22 -6.26 -0.83
C -1.31 -4.89 -0.69
H 1.88 -4.25 0.32
H 2.02 -6.71 0.07
H 0.04 -7.99 -0.67
H -2.09 -6.83 -1.15
H -2.24 -4.37 -0.89
O -0.88 -1.23 2.38
O 0.35 -0.69 2.81
*
```